No. 1
ORCA calculation (ωB97M-V/def2-TZVPD) on an isolated ion of composition C6H8N2P and charge +1.

total charge: +1
energy relative to the best compared isomer or geometry (same formula, charge and spin): 1.336 eV
strongest force on any atom: 1.3 eV Å⁻¹
2S+1: 1

Last column: Mulliken charge in e.
Atoms and positions in Å:
1 C 2.350877 0.930657 1.646906  -0.318
2 C 1.814648 1.295570 0.471875  -0.956
3 C 1.673646 -0.309082 2.034354  -0.163
4 C 0.802872 0.274056 0.154440  0.774
5 C -0.051486 0.303546 -0.878869  -0.526
6 C -2.399495 -0.153119 -0.957898  -0.781
7 N 0.796485 -0.688001 1.174306  -0.471
8 N -1.050717 -0.665879 -1.138573  0.242
9 P -0.658868 -2.162041 -1.588552  0.305
10 H 3.112809 1.416930 2.221678  0.433
11 H 2.045611 2.137779 -0.149470  0.434
12 H 1.853466 -0.873509 2.931691  0.452
13 H -0.056248 1.155109 -1.548612  0.450
14 H -2.712890 -0.316157 0.075447  0.322
15 H -3.104952 -0.643709 -1.629584  0.335
16 H -2.421534 0.921438 -1.142724  0.357
17 H -1.994225 -2.623587 -1.676415  0.111

Atoms 1-3, force components in eV/Å:
-0.1 0.2 -0.4
0.1 0.0 0.2
-0.2 0.0 -0.3

No. 2
ORCA calculation (ωB97M-V/def2-TZVPD) on C6H8N2S3 as an isolated structure.

energy relative to the best compared isomer or geometry (same formula, charge and spin): 4.199 eV
strongest force on any atom: 4.4 eV Å⁻¹
2S+1: 1

Last column: Mulliken charge in e.
Atoms and positions in Å:
1 C 3.200891 2.613874 -0.707632  0.359
2 C 4.192767 -0.662532 0.436035  0.498
3 C -1.249467 0.891491 0.712827  -1.733
4 C -0.018068 -0.858108 -0.664666  -1.633
5 C 1.005013 1.396877 -0.388423  -0.797
6 C 0.111699 0.413633 0.251271  1.274
7 N 3.711768 3.272987 -1.449373  -0.357
8 N 4.014019 0.415505 -0.027831  -0.458
9 S 1.057319 -0.439173 1.686670  -0.261
10 S 2.497672 1.489474 0.373944  0.247
11 S 4.660053 -1.939899 1.184147  -0.384
12 H -1.780620 0.105115 1.161595  0.488
13 H -1.218861 1.723654 1.433596  0.360
14 H -1.891435 1.091059 -0.096513  0.477
15 H -0.954108 -0.850134 -1.178086  0.407
16 H 0.833446 -0.971143 -1.254128  0.435
17 H 0.003265 -1.706107 -0.058913  0.476
18 H 0.685030 2.130918 -1.102292  0.438
19 H 0.591501 0.320334 2.710689  0.165

Atoms 1-3, force components in eV/Å:
-1.8 -2.0 2.4
0.6 0.3 0.6
0.9 0.7 0.7

No. 3
ORCA calculation (ωB97M-V/def2-TZVPD) on C6H8N3O2P3 as an isolated structure.

energy relative to the best compared isomer or geometry (same formula, charge and spin): 2.190 eV
strongest force on any atom: 4.8 eV Å⁻¹
2S+1: 1

Last column: Mulliken charge in e.
Atoms and positions in Å:
1 C 2.938586 -0.448602 0.486968  -0.626
2 C 2.192890 0.256785 1.411731  -0.570
3 C 2.367964 -0.764141 -0.761233  -0.548
4 C 0.930531 0.630645 1.085042  -0.195
5 C 1.162508 -0.253045 -1.169610  -0.444
6 C 0.406451 0.388177 -0.186183  0.466
7 N -5.047053 -0.408886 -0.074179  -0.194
8 N -3.159653 1.350806 -0.568861  -0.193
9 N -2.613407 -1.115497 0.060214  0.056
10 O -1.614344 -1.941581 0.620077  -0.443
11 O -0.901135 0.760008 -0.500388  -0.265
12 P -4.201744 -1.705575 0.106257  -0.022
13 P -4.767209 1.210807 0.118811  0.012
14 P -2.139405 0.672241 0.532833  0.110
15 H 3.839536 -0.749521 0.845237  0.454
16 H 2.658441 0.484913 2.332670  0.412
17 H 2.818628 -1.325427 -1.430382  0.514
18 H 0.402272 1.101914 1.933376  0.246
19 H 0.877665 -0.505882 -2.127811  0.522
20 H -2.968894 2.086699 -1.204693  0.301
21 H -1.391133 -2.387306 -0.218069  0.375
22 H -5.510991 1.573035 -0.965488  0.030

Atoms 1-3, force components in eV/Å:
-2.7 0.3 -1.1
0.9 -0.7 -1.5
-0.6 2.8 3.4

No. 4
ORCA calculation (ωB97M-V/def2-TZVPD) on one molecule with the formula C6H8N4S.

energy relative to the best compared isomer or geometry (same formula, charge and spin): 0.000 eV
strongest force on any atom: 1.7 eV Å⁻¹
2S+1: 1

Last column: Mulliken charge in e.
Atoms and positions in Å:
1 C -1.006388 -2.243802 -0.851534  0.440
2 C 1.332345 0.441895 -0.624156  -0.422
3 C 0.808257 1.446562 0.339323  0.427
4 C 0.200925 1.137202 1.583845  -0.682
5 C -0.103412 2.262394 2.292202  -0.234
6 C 0.941542 2.767833 0.129229  -0.481
7 H 0.641250 -2.755141 -2.068812  0.264
8 H -0.653043 -3.737650 -2.103365  0.278
9 H -2.717303 -1.850588 -0.036465  0.199
10 H -0.932006 -0.388856 0.059532  0.294
11 H 2.201828 0.716480 -1.223683  0.375
12 H 0.008838 0.128818 1.980680  0.446
13 H -0.564012 2.480500 3.209910  0.458
14 H 1.418348 3.285156 -0.688610  0.408
15 N -0.167923 -3.069111 -1.559841  -0.446
16 N -2.212629 -2.523494 -0.616441  -0.721
17 N -0.347680 -1.100012 -0.319147  0.017
18 N 0.807499 -0.698815 -0.957959  -0.541
19 S 0.343564 3.700628 1.455290  -0.079

Atoms 1-3, force components in eV/Å:
1.2 1.2 0.3
-0.8 -0.8 -0.7
0.4 -1.5 -0.6

No. 5
ORCA calculation (ωB97M-V/def2-TZVPD) on C6H8NO2 as an isolated structure.

total charge: +1
energy relative to the best compared isomer or geometry (same formula, charge and spin): 3.168 eV
strongest force on any atom: 3.0 eV Å⁻¹
2S+1: 1

Last column: Mulliken charge in e.
Atoms and positions in Å:
1 C -0.116460 0.524650 -1.252285  0.458
2 C 0.225053 -1.027225 0.902615  0.446
3 C -0.386599 -0.358724 -2.174834  -0.953
4 C 1.147404 -1.934768 0.711369  -0.838
5 C 0.773065 1.680353 0.171633  -0.070
6 C -1.289151 0.235936 1.251376  -0.160
7 N -0.189278 0.297291 0.187759  0.333
8 O 0.428689 1.797092 -1.188874  -0.343
9 O -0.665153 -0.908916 1.843663  -0.405
10 H -0.036105 -0.242359 -3.142711  0.347
11 H -0.686297 -1.310184 -1.919708  0.354
12 H 1.097631 -2.688837 1.530592  0.263
13 H 1.831709 -1.958400 -0.086471  0.350
14 H 0.519789 2.435351 1.026884  0.319
15 H 1.803476 1.278155 0.288401  0.295
16 H -1.173423 0.993257 1.951110  0.289
17 H -2.299254 0.122045 1.046307  0.315

Atoms 1-3, force components in eV/Å:
-0.6 0.2 0.5
1.8 1.0 -2.2
1.1 1.5 0.5

No. 6
ORCA calculation (ωB97M-V/def2-TZVPD) on an isolated ion of composition C6H8NO2 and charge +1.

total charge: +1
energy relative to the best compared isomer or geometry (same formula, charge and spin): 0.164 eV
strongest force on any atom: 9.7 eV Å⁻¹
2S+1: 1

Last column: Mulliken charge in e.
Atoms and positions in Å:
1 C -1.080888 0.157884 -0.520489  0.507
2 C -0.048318 0.887246 0.013165  -0.332
3 C -1.021654 -1.401201 -0.576753  0.460
4 C 1.253024 -1.426901 0.398267  0.303
5 C -2.426674 0.672864 -0.896823  -1.225
6 C 2.253815 0.679472 0.995579  -0.978
7 N 1.113707 -0.070800 0.456747  0.062
8 O -1.806350 -2.159319 -1.072033  -0.398
9 O 0.235002 -2.048836 -0.142419  -0.288
10 H 2.142389 -1.832581 0.620186  0.416
11 H -2.612272 1.781716 -1.046141  0.372
12 H -3.104429 0.183082 -0.175307  0.319
13 H -2.666830 0.263947 -1.891275  0.339
14 H 2.093283 1.049476 2.048982  0.346
15 H 3.098068 -0.071144 1.068171  0.303
16 H 2.619956 1.482463 0.225646  0.362
17 H -0.041830 1.852632 0.494497  0.432

Atoms 1-3, force components in eV/Å:
0.9 0.3 1.1
0.0 -5.9 0.5
-0.3 -0.2 -1.8

No. 7
ORCA calculation (ωB97M-V/def2-TZVPD) on a 3-piece molecular cluster, C6H8NO9 overall.

total charge: -1
energy relative to the best compared isomer or geometry (same formula, charge and spin): 0.550 eV
strongest force on any atom: 8.6 eV Å⁻¹
2S+1: 1

Last column: Mulliken charge in e.
Atoms and positions in Å:
1 N -2.573250 0.220583 0.650542  0.874
2 O -3.333250 1.180583 0.660542  -0.649
3 O -2.787250 -0.711417 -0.270458  -0.645
4 O -1.725250 0.042583 1.526542  -0.530
5 C 1.103750 -1.365417 1.631542  0.018
6 C 0.211750 -2.367417 1.053542  -0.081
7 O 1.012750 -3.456417 1.010542  -0.298
8 C 2.070750 -3.390417 1.696542  0.557
9 O 2.900750 -4.275417 1.938542  -0.601
10 O 2.214750 -2.069417 2.132542  -0.365
11 H 0.400750 -0.785417 2.215542  0.343
12 H 1.227750 -0.601417 0.815542  0.001
13 H -0.336250 -1.839417 0.203542  0.196
14 H -0.708250 -2.524417 1.710542  0.204
15 C 0.056750 1.511583 -1.033458  -0.120
16 C -0.847250 2.477583 -1.649458  -0.199
17 O 0.041750 3.269583 -2.320458  -0.273
18 C 1.133750 2.691583 -2.461458  0.558
19 O 2.018750 3.122583 -3.227458  -0.666
20 O 1.298750 1.554583 -1.754458  -0.319
21 H -0.358250 0.578583 -0.989458  0.179
22 H 0.034750 1.794583 0.001542  0.291
23 H -1.611250 2.966583 -1.049458  0.306
24 H -1.447250 1.975583 -2.491458  0.218

Atoms 1-3, force components in eV/Å:
-2.0 -2.7 -2.0
0.2 1.0 0.1
1.3 1.8 1.7

No. 8
ORCA calculation (ωB97M-V/def2-TZVPD) on a 2-piece molecular cluster, C6H8NOPS overall.

energy relative to the best compared isomer or geometry (same formula, charge and spin): 2.882 eV
strongest force on any atom: 5.2 eV Å⁻¹
2S+1: 1

Last column: Mulliken charge in e.
Atoms and positions in Å:
1 C -2.534717 -1.561544 0.963761  -0.176
2 C -2.652664 -0.799109 -0.176448  -0.532
3 C -1.341586 -1.709399 1.644359  -0.521
4 C -1.475646 -0.191084 -0.703456  -0.294
5 C -0.197851 -0.962614 1.164627  -0.367
6 C -0.310846 -0.331862 -0.006091  0.161
7 N 3.129289 0.988644 -1.543605  -0.477
8 O 2.343034 1.854317 0.638584  -0.530
9 P 1.752447 1.437110 -0.849433  0.587
10 S 0.929306 3.077548 -1.689512  -0.429
11 H -3.557671 -1.998534 1.411851  0.191
12 H -3.428631 -0.813570 -0.874470  0.370
13 H -1.290252 -2.335776 2.473117  0.424
14 H -1.463992 0.456046 -1.570056  0.334
15 H 0.709170 -1.015566 1.699032  0.413
16 H 3.340290 0.574820 -2.538012  0.264
17 H 3.780976 0.554149 -1.000213  0.259
18 H 2.269342 2.776423 0.955966  0.325

Atoms 1-3, force components in eV/Å:
-3.1 -1.1 1.5
3.2 0.5 -1.1
0.8 2.2 -2.1

Repeat the third record exactly.
ORCA calculation (ωB97M-V/def2-TZVPD) on C6H8N3O2P3 as an isolated structure.

energy relative to the best compared isomer or geometry (same formula, charge and spin): 2.190 eV
strongest force on any atom: 4.8 eV Å⁻¹
2S+1: 1

Last column: Mulliken charge in e.
Atoms and positions in Å:
1 C 2.938586 -0.448602 0.486968  -0.626
2 C 2.192890 0.256785 1.411731  -0.570
3 C 2.367964 -0.764141 -0.761233  -0.548
4 C 0.930531 0.630645 1.085042  -0.195
5 C 1.162508 -0.253045 -1.169610  -0.444
6 C 0.406451 0.388177 -0.186183  0.466
7 N -5.047053 -0.408886 -0.074179  -0.194
8 N -3.159653 1.350806 -0.568861  -0.193
9 N -2.613407 -1.115497 0.060214  0.056
10 O -1.614344 -1.941581 0.620077  -0.443
11 O -0.901135 0.760008 -0.500388  -0.265
12 P -4.201744 -1.705575 0.106257  -0.022
13 P -4.767209 1.210807 0.118811  0.012
14 P -2.139405 0.672241 0.532833  0.110
15 H 3.839536 -0.749521 0.845237  0.454
16 H 2.658441 0.484913 2.332670  0.412
17 H 2.818628 -1.325427 -1.430382  0.514
18 H 0.402272 1.101914 1.933376  0.246
19 H 0.877665 -0.505882 -2.127811  0.522
20 H -2.968894 2.086699 -1.204693  0.301
21 H -1.391133 -2.387306 -0.218069  0.375
22 H -5.510991 1.573035 -0.965488  0.030

Atoms 1-3, force components in eV/Å:
-2.7 0.3 -1.1
0.9 -0.7 -1.5
-0.6 2.8 3.4

Q: Among the records above, which one has the highest strongest force on any atom?
A: number 6